Entry from the Open Molecules 2025 dataset: 10 unconnected molecules or ions with the total composition C40H54N9O4S (the ωB97M-V functional and the def2-TZVPD basis).

## Properties
HOMO level: -5.71 eV
Gap between HOMO and LUMO: 7.25 eV
Spin multiplicity: 1
Total charge: -1
Strongest force on any atom: 7.83 eV/A
LUMO: 1.55 eV

Positions of all 108 atoms, in Å:
C (1.211, -0.510, -0.117)
C (0.424, 0.832, -0.703)
C (-0.542, 0.433, -1.962)
O (-1.454, -0.683, -1.763)
C (-2.252, -0.631, -0.548)
S (-3.584, 0.674, -0.467)
O (-3.294, 1.993, -1.209)
O (-4.895, 0.040, -1.062)
O (-3.961, 0.973, 1.204)
H (2.324, -0.554, -0.482)
H (0.635, -1.496, -0.426)
H (1.127, -0.457, 1.068)
H (1.229, 1.650, -0.988)
H (-0.239, 1.315, 0.149)
H (-1.046, 1.428, -2.381)
H (0.200, 0.103, -2.840)
H (-1.626, -0.614, 0.469)
H (-2.832, -1.676, -0.496)
N (-1.617, 2.572, -6.311)
C (-2.127, 1.825, -5.281)
C (-2.605, 2.691, -4.323)
C (-2.382, 4.007, -4.795)
C (-1.774, 3.904, -6.026)
H (-1.194, 2.199, -7.150)
H (-2.103, 0.744, -5.316)
H (-3.067, 2.406, -3.386)
H (-2.639, 4.930, -4.292)
H (-1.438, 4.662, -6.721)
N (-4.917, 1.865, 4.103)
C (-5.427, 1.118, 5.134)
C (-5.905, 1.984, 6.091)
C (-5.682, 3.299, 5.619)
C (-5.074, 3.196, 4.388)
H (-4.494, 1.492, 3.264)
H (-5.403, 0.037, 5.098)
H (-6.367, 1.699, 7.028)
H (-5.939, 4.223, 6.123)
H (-4.738, 3.955, 3.694)
N (-2.037, 4.601, -0.819)
C (-1.990, 4.840, 0.530)
C (-1.204, 5.951, 0.738)
C (-0.765, 6.401, -0.530)
C (-1.297, 5.550, -1.474)
H (-2.540, 3.842, -1.261)
H (-2.518, 4.201, 1.225)
H (-0.972, 6.391, 1.699)
H (-0.130, 7.253, -0.734)
H (-1.211, 5.539, -2.552)
N (1.196, 1.142, 4.428)
C (1.326, 2.447, 4.029)
C (0.068, 3.005, 3.985)
C (-0.852, 2.003, 4.376)
C (-0.128, 0.864, 4.647)
H (1.958, 0.487, 4.543)
H (2.299, 2.865, 3.810)
H (-0.163, 4.024, 3.702)
H (-1.927, 2.103, 4.453)
H (-0.441, -0.118, 4.975)
N (3.296, -2.375, -5.110)
C (3.426, -1.071, -5.509)
C (2.168, -0.512, -5.553)
C (1.248, -1.514, -5.162)
C (1.972, -2.653, -4.891)
H (4.058, -3.031, -4.995)
H (4.399, -0.653, -5.728)
H (1.937, 0.507, -5.836)
H (0.173, -1.415, -5.085)
H (1.659, -3.636, -4.563)
N (6.003, -5.595, -5.686)
C (5.081, -5.443, -6.689)
C (5.465, -6.241, -7.744)
C (6.657, -6.902, -7.361)
C (6.964, -6.487, -6.085)
H (5.977, -5.124, -4.791)
H (4.234, -4.781, -6.567)
H (4.942, -6.338, -8.687)
H (7.229, -7.605, -7.953)
H (7.784, -6.748, -5.428)
N (2.954, 1.274, 7.180)
C (4.203, 1.126, 6.636)
C (5.120, 1.152, 7.664)
C (4.397, 1.315, 8.870)
C (3.061, 1.384, 8.542)
H (2.087, 1.297, 6.657)
H (4.333, 1.017, 5.568)
H (6.193, 1.062, 7.557)
H (4.806, 1.374, 9.870)
H (2.181, 1.504, 9.159)
N (-5.934, -2.563, -0.678)
C (-6.957, -3.077, -1.432)
C (-7.045, -4.426, -1.167)
C (-6.044, -4.735, -0.216)
C (-5.375, -3.566, 0.071)
H (-5.639, -1.596, -0.674)
H (-7.532, -2.442, -2.092)
H (-7.754, -5.113, -1.611)
H (-5.834, -5.706, 0.215)
H (-4.551, -3.362, 0.741)
N (3.279, -3.146, 2.464)
C (4.365, -3.783, 1.921)
C (5.462, -2.966, 2.084)
C (5.023, -1.799, 2.753)
C (3.672, -1.938, 2.978)
H (2.336, -3.511, 2.482)
H (4.265, -4.759, 1.466)
H (6.470, -3.188, 1.757)
H (5.628, -0.948, 3.041)
H (2.958, -1.282, 3.457)

Atom charges from the Mulliken analysis, given in e for atoms 1 to 8: C -0.667; C -0.393; C 0.337; O -0.417; C -0.133; S 0.861; O -0.680; O -0.821

=====

Entry from the Open Molecules 2025 dataset: a molecular structure, C40H55AuNO7PSi (the ωB97M-V functional and the def2-TZVPD basis).

## Properties
HOMO level (alpha / beta): -7.44 / -7.51 eV
Relative energy (zero: lowest compared OMol25 entry of this formula, charge and spin): 13.6 kcal per mole
Gap between HOMO and LUMO (alpha / beta): 7.73 / 6.11 eV
Spin multiplicity: 3
Strongest force on any atom: 0.38 eV/A
LUMO (alpha / beta): 0.29 / -1.40 eV

Positions of all 106 atoms, in Å:
Au (0.540, 1.983, 0.716)
O (1.914, -0.116, 4.226)
C (2.252, 0.749, 3.403)
O (1.494, 1.621, 2.885)
C (3.733, 0.775, 3.008)
P (4.303, 0.535, 1.284)
C (3.536, 1.837, 0.252)
C (3.527, 1.661, -1.135)
C (3.291, 2.725, -1.988)
C (3.063, 3.994, -1.472)
C (3.023, 4.176, -0.098)
C (3.248, 3.107, 0.762)
C (3.436, -0.992, 0.745)
C (4.089, -1.790, -0.225)
C (3.475, -2.970, -0.708)
C (2.337, -3.444, -0.150)
C (1.766, -2.813, 1.071)
C (2.270, -1.430, 1.297)
H (4.238, -0.012, 3.571)
H (4.173, 1.721, 3.342)
H (3.721, 0.678, -1.551)
H (3.296, 2.566, -3.059)
H (2.906, 4.832, -2.140)
H (2.816, 5.156, 0.315)
H (3.196, 3.258, 1.831)
H (5.038, -1.466, -0.632)
H (3.913, -3.491, -1.550)
H (1.830, -4.313, -0.547)
H (-0.153, -2.685, 1.730)
H (1.692, -0.820, 1.975)
C (1.570, -5.158, 2.053)
C (1.955, -3.707, 2.357)
C (1.085, -3.177, 3.508)
C (3.419, -3.647, 2.789)
O (0.282, -2.779, 0.862)
Si (-0.688, -1.609, -0.199)
O (-0.179, -0.177, 0.020)
O (-2.077, -2.018, 0.551)
C (-3.159, -2.917, 0.265)
C (-2.621, -4.326, 0.047)
C (-3.899, -2.416, -0.968)
C (-4.061, -2.872, 1.488)
O (-0.571, -2.353, -1.635)
C (-0.099, -1.869, -2.914)
C (0.104, -3.111, -3.768)
C (1.210, -1.101, -2.754)
C (-1.177, -0.971, -3.504)
H (1.559, -5.726, 2.985)
H (2.288, -5.632, 1.382)
H (0.577, -5.232, 1.604)
H (1.381, -3.685, 4.428)
H (0.021, -3.414, 3.380)
H (1.211, -2.105, 3.686)
H (3.594, -4.411, 3.548)
H (3.666, -2.677, 3.222)
H (4.095, -3.838, 1.953)
H (-1.911, -4.346, -0.780)
H (-3.443, -5.008, -0.180)
H (-2.120, -4.686, 0.948)
H (-3.247, -2.451, -1.840)
H (-4.224, -1.385, -0.817)
H (-4.777, -3.034, -1.168)
H (-3.525, -3.227, 2.369)
H (-4.940, -3.501, 1.339)
H (-4.388, -1.848, 1.675)
H (0.749, -3.817, -3.242)
H (0.580, -2.844, -4.713)
H (-0.848, -3.599, -3.980)
H (2.035, -1.783, -2.549)
H (1.141, -0.378, -1.940)
H (1.432, -0.559, -3.676)
H (-2.123, -1.509, -3.580)
H (-0.890, -0.639, -4.504)
H (-1.327, -0.093, -2.873)
C (-0.526, 2.930, -4.116)
C (-0.786, 2.562, -2.674)
O (0.116, 2.130, -1.985)
C (-2.162, 2.768, -2.121)
C (-3.050, 3.663, -2.716)
C (-4.300, 3.881, -2.157)
C (-4.677, 3.186, -1.015)
C (-3.805, 2.271, -0.438)
C (-2.548, 2.064, -0.983)
H (0.445, 2.535, -4.404)
H (-0.508, 4.017, -4.222)
H (-1.306, 2.545, -4.774)
H (-2.764, 4.207, -3.607)
H (-4.981, 4.588, -2.613)
H (-5.655, 3.352, -0.581)
H (-4.103, 1.721, 0.447)
H (-1.861, 1.347, -0.548)
C (-1.556, 2.013, 3.270)
C (-1.645, 3.292, 2.542)
C (-2.452, 4.445, 2.858)
C (-2.226, 5.351, 1.872)
C (-1.279, 4.731, 0.965)
C (-0.770, 5.291, -0.307)
N (-0.952, 3.513, 1.397)
H (-2.115, 2.048, 4.204)
H (-0.504, 1.763, 3.461)
H (-1.951, 1.205, 2.643)
H (-3.097, 4.537, 3.717)
H (-2.649, 6.337, 1.757)
H (-0.379, 6.300, -0.160)
H (-1.588, 5.361, -1.031)
H (0.013, 4.652, -0.712)

Atom charges from the Mulliken analysis, given in e for atoms 1 to 8: Au 1.263; O -0.821; C 0.620; O -0.633; C -0.896; P -0.720; C 0.537; C 0.131

=====

Among the records above, which one has the highest spin multiplicity? C40H55AuNO7PSi